1.
Entry from the OMol25 dataset: a structure of composition C22H27NO2P2Ru (wB97M-V/def2-TZVPD).

Computed properties:
Spin multiplicity: 6
Net charge: +1
Highest occupied orbital energy (alpha / beta), eV: -8.6 / -10.8
⟨S²⟩: 8.80
Gap between HOMO and LUMO (alpha / beta), eV: 6.0738 / 4.7927

CARTESIAN COORDINATES (ANGSTROEM)
C 3.922 1.317 0.878
C 2.919 0.929 -0.010
C 2.428 -0.419 0.045
C 2.429 -0.972 1.368
C 3.399 -0.503 2.303
C 4.256 0.537 1.987
C 1.417 -1.913 1.644
C 0.937 -2.693 0.570
C 0.959 -2.039 -0.726
C -0.058 -2.506 -1.638
C -0.453 -3.840 -1.590
C -0.159 -4.637 -0.475
C 0.417 -4.013 0.623
H 4.379 2.284 0.738
H 3.506 -0.974 3.284
H 5.039 0.912 2.668
H 1.078 -2.106 2.710
H -1.055 -4.223 -2.399
H -0.484 -5.683 -0.473
H 0.492 -4.561 1.562
N 1.804 -1.033 -1.003
Ru -1.159 0.674 0.670
C 2.075 1.883 -0.821
H 1.870 1.399 -1.806
H 2.509 2.910 -0.880
C -0.699 -1.428 -2.457
H 0.138 -0.846 -2.909
H -1.404 -1.824 -3.214
P 0.281 2.228 -0.229
P -1.643 -0.075 -1.511
C -3.291 -0.837 -1.470
H -4.051 -0.083 -1.205
H -3.521 -1.234 -2.465
H -3.305 -1.662 -0.746
C -1.855 1.131 -2.868
H -2.487 0.660 -3.631
H -2.342 2.044 -2.499
H -0.877 1.352 -3.307
C 0.640 3.183 1.289
H 1.395 3.943 1.075
H -0.277 3.659 1.664
H 0.997 2.511 2.072
C -0.259 3.562 -1.345
H -1.290 3.846 -1.095
H 0.430 4.407 -1.207
H -0.231 3.211 -2.377
C -2.579 1.853 0.620
O -3.457 2.630 0.656
H -0.071 -0.423 1.188
C -1.992 -0.171 3.146
C -2.211 -0.682 1.785
O -2.782 -1.684 1.438
H -1.129 0.514 3.092
H -1.774 -0.975 3.820
H -2.820 0.461 3.456

Electronic structure analysis, Löwdin charges in units of e: C -0.0527; C -0.2083; C -0.2062; C -0.1847; C -0.0197; C -0.0705; C -0.0362; C -0.1731; C -0.2190; C -0.1984; C -0.0361; C -0.0523; C -0.0122; H 0.1111; H 0.1185; H 0.1203; H 0.1498; H 0.1131; H 0.1189; H 0.1189; N 0.1984; Ru 0.6606; C -0.2341; H 0.0875; H 0.1026; C -0.2425; H 0.0947; H 0.1011; P 0.7638; P 0.7966; C -0.2466; H 0.0627; H 0.0567; H 0.0349; C -0.2476; H 0.0625; H 0.0478; H 0.0441; C -0.2526; H 0.0587; H 0.0499; H 0.0431; C -0.2346; H 0.0539; H 0.0664; H 0.0323; C -0.3601; O 0.0838; H 0.0163; C -0.0558; C -0.4539; O 0.1580; H 0.0596; H 0.1015; H 0.1092

=====

2.
Entry from the OMol25 dataset: a structure of composition C22H28AuN2O2S3Sb2 (wB97M-V/def2-TZVPD).

Computed properties:
Spin multiplicity: 1
Net charge: +1
Highest occupied orbital energy, eV: -10.4
Relative energy (zero: lowest compared OMol25 entry of this formula, charge and spin), eV: 1.284
Gap between HOMO and LUMO, eV: 4.7415

CARTESIAN COORDINATES (ANGSTROEM)
Au -0.163 0.267 -1.672
C 6.366 0.151 -1.277
Sb 4.333 -0.439 -1.525
C 4.432 -1.836 0.102
C 3.496 1.285 -0.454
C 3.947 1.507 0.953
C 5.082 2.273 1.221
C 5.469 2.580 2.515
C 4.711 2.137 3.590
C 3.597 1.356 3.347
C 3.219 1.016 2.044
C 2.108 0.037 1.890
Sb 0.155 0.396 1.017
C -0.544 -1.561 1.472
C -1.134 1.452 2.285
H 6.996 -0.698 -1.536
H 6.547 0.433 -0.242
H 6.607 0.982 -1.939
H 4.712 -1.337 1.032
H 5.209 -2.558 -0.150
H 3.496 -2.380 0.223
H 2.428 1.152 -0.514
H 3.774 2.117 -1.102
H 5.665 2.640 0.384
H 6.364 3.164 2.686
H 4.979 2.401 4.604
H 3.006 0.993 4.181
H 1.694 -0.297 2.845
H 2.416 -0.831 1.313
H -0.344 -1.680 2.541
H -0.013 -2.306 0.889
H -1.610 -1.630 1.267
H -1.182 0.908 3.228
H -2.117 1.470 1.813
H -0.769 2.464 2.412
C 0.879 4.308 -1.062
C 0.590 2.860 -0.893
O 0.688 2.110 -1.892
O 0.272 2.443 0.278
H 1.312 4.490 -2.038
H 1.544 4.639 -0.266
H -0.057 4.862 -0.966
S -6.150 0.871 -0.638
C -4.974 -0.195 -1.014
S -3.289 0.276 -0.881
C -2.797 -1.273 -1.460
N -3.752 -2.072 -1.714
N -4.980 -1.483 -1.471
C -6.125 -2.305 -1.785
C -5.921 -3.465 -2.524
C -7.002 -4.261 -2.857
C -8.286 -3.915 -2.456
C -8.469 -2.774 -1.697
C -7.395 -1.962 -1.354
S -1.107 -1.769 -1.634
H -4.927 -3.739 -2.842
H -6.835 -5.161 -3.436
H -9.131 -4.532 -2.731
H -9.459 -2.499 -1.357
H -7.560 -1.083 -0.751

Electronic structure analysis, Löwdin charges in units of e: Au 0.6815; C -0.3466; Sb 1.3067; C -0.3529; C -0.3615; C -0.2726; C -0.0481; C -0.0568; C -0.0669; C -0.0376; C -0.2601; C -0.2207; Sb 1.5217; C -0.2980; C -0.2182; H 0.0067; H 0.0000; H 0.0062; H 0.0124; H 0.0087; H -0.0123; H -0.0410; H 0.0677; H 0.1152; H 0.1128; H 0.1108; H 0.1155; H 0.0735; H 0.0391; H 0.0330; H -0.0002; H 0.0111; H 0.0360; H 0.0165; H 0.0266; C 0.0468; C -0.6387; O -0.1488; O -0.2072; H 0.0995; H 0.1053; H 0.1108; S 0.6800; C -1.0728; S 0.9115; C -1.0574; N 0.0269; N -0.1137; C -0.1822; C -0.0266; C -0.0717; C -0.0777; C -0.0671; C -0.0477; S 0.5663; H 0.1015; H 0.1083; H 0.1075; H 0.1103; H 0.0289

=====

3.
Entry from the OMol25 dataset: a structure of composition C22H28AuN2O2S3Sb2 (wB97M-V/def2-TZVPD).

Computed properties:
Spin multiplicity: 1
Net charge: +1
Highest occupied orbital energy, eV: -9.7
Relative energy (zero: lowest compared OMol25 entry of this formula, charge and spin), eV: 0.197
Gap between HOMO and LUMO, eV: 4.9863

CARTESIAN COORDINATES (ANGSTROEM)
Au 0.263 1.010 0.567
C -0.516 4.574 -0.891
Sb -1.357 2.709 -0.335
C -2.752 3.332 1.141
C -2.645 2.209 -1.971
C -1.836 2.241 -3.230
C -1.668 3.458 -3.885
C -0.890 3.575 -5.027
C -0.260 2.453 -5.539
C -0.434 1.234 -4.902
C -1.214 1.108 -3.755
C -1.413 -0.274 -3.236
Sb 0.301 -1.142 -2.131
C 0.278 -2.973 -3.186
C 2.067 -0.196 -2.767
H -1.302 5.316 -1.010
H 0.059 4.478 -1.809
H 0.156 4.885 -0.092
H -3.347 4.160 0.761
H -2.212 3.652 2.031
H -3.398 2.498 1.408
H -3.459 2.932 -1.986
H -3.059 1.228 -1.744
H -2.172 4.334 -3.494
H -0.787 4.533 -5.516
H 0.343 2.521 -6.434
H 0.032 0.346 -5.318
H -1.204 -1.022 -3.996
H -2.282 -0.513 -2.633
H 0.321 -2.780 -4.257
H -0.623 -3.539 -2.954
H 1.151 -3.550 -2.889
H 2.264 -0.493 -3.795
H 2.871 -0.541 -2.120
H 1.970 0.884 -2.695
C 0.539 -3.282 1.437
C 0.088 -2.269 0.434
O -0.983 -1.697 0.431
O 0.998 -2.021 -0.506
H -0.029 -3.161 2.354
H 1.604 -3.177 1.623
H 0.352 -4.277 1.029
S -1.636 0.985 6.314
C -0.479 1.002 5.147
S -0.002 -0.418 4.232
C 1.048 0.569 3.246
N 1.072 1.807 3.596
N 0.251 2.046 4.660
C 0.166 3.404 5.098
C 0.177 4.403 4.133
C 0.109 5.730 4.520
C 0.028 6.059 5.866
C 0.031 5.054 6.822
C 0.105 3.722 6.446
S 1.924 -0.061 1.867
H 0.270 4.131 3.090
H 0.124 6.511 3.771
H -0.027 7.096 6.168
H -0.018 5.306 7.872
H 0.111 2.939 7.189

Electronic structure analysis, Löwdin charges in units of e: Au 0.3293; C -0.2794; Sb 1.2996; C -0.2727; C -0.2870; C -0.2981; C -0.0501; C -0.0449; C -0.0528; C -0.0485; C -0.2806; C -0.1730; Sb 1.6277; C -0.2209; C -0.2136; H 0.0237; H 0.0081; H 0.0133; H 0.0214; H 0.0019; H 0.0193; H 0.0800; H 0.0569; H 0.1213; H 0.1174; H 0.1149; H 0.1173; H 0.0493; H 0.0728; H 0.0285; H 0.0370; H 0.0328; H 0.0302; H 0.0345; H 0.0216; C 0.0109; C -0.7269; O -0.0039; O -0.2890; H 0.0871; H 0.0841; H 0.1034; S 0.6223; C -1.1002; S 0.9643; C -1.1291; N 0.0075; N -0.1509; C -0.2145; C -0.0354; C -0.0808; C -0.0803; C -0.0628; C -0.0397; S 0.4972; H 0.0920; H 0.1025; H 0.1061; H 0.1107; H 0.0882

=====

4.
Entry from the OMol25 dataset: a structure of composition C22H28AuO2P2 (wB97M-V/def2-TZVPD).

Computed properties:
Spin multiplicity: 3
Net charge: +1
Highest occupied orbital energy (alpha / beta), eV: -8.5 / -11.2
⟨S²⟩: 2.01
Gap between HOMO and LUMO (alpha / beta), eV: 6.0847 / 4.1091

CARTESIAN COORDINATES (ANGSTROEM)
Au -1.464 2.420 -0.895
H 0.454 1.598 -3.101
H -0.028 1.925 -2.609
P -1.596 4.748 -1.231
C -3.344 5.091 -1.550
H -3.480 6.176 -1.652
H -3.643 4.589 -2.480
H -3.952 4.709 -0.718
C -1.148 5.692 0.238
H -0.063 5.641 0.394
H -1.448 6.740 0.096
H -1.656 5.286 1.123
C -0.688 5.435 -2.623
H -0.952 4.885 -3.534
H -0.959 6.493 -2.735
H 0.389 5.342 -2.438
C -2.500 0.876 -1.355
O -3.052 -0.038 -1.790
H -0.102 3.160 0.064
H -0.029 2.337 0.224
O -0.599 -0.239 0.715
P 0.280 -1.459 0.711
C 0.011 -2.409 -0.810
C -0.416 -1.697 -1.940
C -1.011 -2.360 -3.007
C -1.081 -3.759 -3.004
C -0.522 -4.488 -1.946
C 0.042 -3.813 -0.858
C 2.028 -1.004 0.852
C 2.997 -1.917 1.306
C 4.287 -1.473 1.613
C 4.638 -0.132 1.405
C 3.702 0.752 0.850
C 2.410 0.314 0.553
C -0.059 -2.591 2.081
C -1.107 -3.522 1.980
C -1.252 -4.512 2.954
C -0.396 -4.548 4.061
C 0.554 -3.538 4.235
C 0.692 -2.538 3.269
H -0.270 -0.618 -1.974
H -1.414 -1.791 -3.848
H -1.568 -4.280 -3.831
H -0.538 -5.582 -1.962
H 0.477 -4.385 -0.034
H 2.734 -2.962 1.460
H 5.015 -2.176 2.029
H 5.635 0.221 1.665
H 3.983 1.786 0.651
H 1.670 0.996 0.129
H -1.784 -3.484 1.125
H -2.019 -5.278 2.826
H -0.472 -5.357 4.789
H 1.208 -3.534 5.110
H 1.407 -1.728 3.421

Electronic structure analysis, Löwdin charges in units of e: Au 0.6592; H 0.0426; H -0.0591; P 0.6784; C -0.2386; H 0.0688; H 0.0630; H 0.0613; C -0.2476; H 0.0585; H 0.0703; H 0.0660; C -0.2286; H 0.0646; H 0.0715; H 0.0635; C -0.3955; O 0.0574; H 0.0419; H 0.0784; O -0.3891; P 0.7843; C -0.2617; C -0.1016; C -0.0755; C -0.0660; C -0.0668; C -0.0856; C -0.2693; C -0.0852; C -0.0650; C -0.0684; C -0.0779; C -0.0817; C -0.2724; C -0.0835; C -0.0665; C -0.0677; C -0.0679; C -0.0814; H 0.0653; H 0.1111; H 0.1099; H 0.1116; H 0.1118; H 0.1129; H 0.1129; H 0.1087; H 0.1036; H 0.0646; H 0.1174; H 0.1105; H 0.1102; H 0.1106; H 0.1117

=====

Which value of spin multiplicity does entry 1 give? 6

=====

Number 2 is which compound? C22H28AuN2O2S3Sb2

=====

What is the net charge in the fourth record? +1